Computed, not measured: 10 unconnected molecules or ions with the total composition C41H65F3N10O3 in a non-equilibrium geometry, with the ωB97M-V functional and the def2-TZVPD basis.

- electronic energy (Eh) = -2673.9388
- structure (SMILES) = C#CC[C@@]1(C[C@@H](O)C(F)(F)F)[C@H](C)NC(=O)[C@@H]1CCCCCCCCCCCOC.CC#N.CC#N.CC#N.CC#N.CC#N.CC#N.CC#N.CC#N.CC#N
- lowest unoccupied orbital energy (eV) = 0.17
- highest occupied orbital energy (eV) = -8.7968

The geometry in XYZ format:
```
122
Properties=species:S:1:pos:R:3:lowdin_charge:R:1
C -2.78525 2.87256 4.12689 0.1335
C -3.38364 1.88595 3.83070 -0.1257
C -4.00895 0.60594 3.50895 -0.1349
C -3.47308 -0.01325 2.21641 -0.3187
C -3.94611 -1.50639 2.18005 -0.0407
C -5.18317 -1.87064 1.36628 -0.2408
O -6.21636 -0.92544 1.58575 0.0070
C -4.99150 -2.18680 -0.12647 -0.5056
F -5.84998 -3.21330 -0.45991 0.1054
F -5.31601 -1.16270 -0.95125 0.1276
F -3.74726 -2.62325 -0.42392 0.1140
C -3.56692 0.86493 0.97776 -0.3012
C -4.86893 1.52074 0.52877 -0.0178
N -2.75548 0.11280 -0.02438 0.1424
C -1.66023 -0.39771 0.76409 -0.3399
O -0.74963 -0.98242 0.23632 0.0567
C -1.90745 -0.10179 2.24159 -0.1721
C -1.21837 -0.99626 3.26733 -0.1372
C 0.22817 -0.57290 3.60335 -0.1767
C 1.09642 -0.20892 2.40796 -0.2279
C 2.55281 0.09461 2.78001 -0.1933
C 3.20916 0.78449 1.58244 -0.2155
C 3.04500 -0.03689 0.29978 -0.2036
C 4.22435 0.08425 -0.67533 -0.1992
C 3.71585 0.24862 -2.10836 -0.2171
C 4.83705 0.31708 -3.14761 -0.2010
C 5.35364 -1.05455 -3.56990 -0.1797
C 4.23918 -2.01016 -3.92075 -0.2603
O 3.31897 -1.31907 -4.74542 -0.1936
C 2.26094 -2.14541 -5.20962 -0.1200
H -2.30447 3.80513 4.29568 0.0303
H -3.82839 -0.05235 4.35598 0.1011
H -5.08676 0.74248 3.41300 0.1146
H -3.16560 -2.20805 1.90158 0.1253
H -4.21947 -1.76178 3.19598 0.0839
H -5.53830 -2.82022 1.77512 0.1567
H -6.86330 -0.98656 0.87451 0.1082
H -2.94183 1.71710 1.25871 0.1318
H -4.64592 2.55020 0.25188 0.0789
H -5.55167 1.58257 1.36849 0.0730
H -5.32611 1.05807 -0.33726 0.0642
H -2.31329 0.85884 -0.55948 0.1376
H -1.46429 0.88530 2.40036 0.1477
H -1.27932 -2.05631 3.03191 0.1169
H -1.76795 -0.86821 4.19873 0.0863
H 0.22640 0.20585 4.36472 0.1154
H 0.69126 -1.45650 4.04933 0.1139
H 1.09825 -1.07322 1.75543 0.0990
H 0.67090 0.64243 1.87788 0.1116
H 3.04453 -0.86535 2.93970 0.1169
H 2.59420 0.71357 3.67354 0.0813
H 4.27331 0.95657 1.73219 0.0996
H 2.69300 1.73309 1.42386 0.1093
H 2.91850 -1.09619 0.52811 0.1117
H 2.15037 0.25266 -0.24827 0.1028
H 4.87497 -0.79084 -0.64631 0.1124
H 4.82038 0.97026 -0.47122 0.0632
H 3.17444 1.19540 -2.15260 0.1077
H 2.99614 -0.53103 -2.35320 0.0966
H 4.49295 0.89060 -4.00261 0.1061
H 5.67037 0.85802 -2.69383 0.0976
H 6.01847 -1.47308 -2.81531 0.1098
H 5.97196 -0.92181 -4.46091 0.1105
H 3.72015 -2.32649 -3.00680 0.1144
H 4.61027 -2.91298 -4.41188 0.1202
H 2.44380 -3.19032 -4.98046 0.0611
H 2.18991 -2.02693 -6.29146 0.0661
H 1.32624 -1.83572 -4.75587 0.0541
C -1.08985 -2.74958 -1.20069 -0.0759
C -0.17018 -3.17153 -2.24970 -0.2304
N 0.58029 -3.48509 -3.06071 0.1390
H -0.95368 -3.37485 -0.32060 0.0964
H -0.89395 -1.71176 -0.92925 -0.0018
H -2.11627 -2.84306 -1.54999 0.0705
C 7.18611 4.20242 -2.19471 -0.0923
C 6.48325 3.63093 -1.05427 -0.2851
N 5.95894 3.15358 -0.15251 0.1409
H 7.53729 3.39959 -2.84198 0.0799
H 6.52074 4.85298 -2.75318 0.0616
H 8.03612 4.78392 -1.84749 0.0783
C -1.91712 -3.13454 7.41241 -0.0529
C -2.72559 -2.80187 6.24840 -0.2419
N -3.35865 -2.52496 5.33419 0.1674
H -1.69521 -4.19964 7.41463 0.0853
H -0.98456 -2.57429 7.38304 0.0869
H -2.45911 -2.87855 8.32029 0.0872
C -1.45198 2.62363 -3.60058 -0.0683
C -0.27412 3.05724 -2.85721 -0.2867
N 0.62192 3.40925 -2.23416 0.1280
H -1.20110 2.43211 -4.64149 0.0843
H -1.85857 1.71457 -3.16064 0.0714
H -2.20669 3.40672 -3.55729 0.0822
C 3.99755 3.96985 3.50116 -0.0659
C 3.34760 3.31808 4.62888 -0.2858
N 2.84130 2.79115 5.51234 0.1310
H 4.30314 3.22159 2.77021 0.0621
H 3.31001 4.66846 3.02856 0.0723
H 4.87810 4.50966 3.84517 0.0853
C -1.29229 -2.37434 -8.32019 -0.0759
C 0.01881 -1.83899 -8.66376 -0.2864
N 1.05050 -1.41976 -8.93634 0.1268
H -1.96757 -1.55878 -8.06827 0.0802
H -1.69855 -2.92651 -9.16449 0.0812
H -1.21217 -3.04661 -7.47078 0.0488
C 3.94401 7.04589 0.41444 -0.0537
C 5.10521 6.90427 -0.45045 -0.2522
N 6.01223 6.78407 -1.13972 0.1531
H 4.04878 6.38607 1.27228 0.0642
H 3.86345 8.07451 0.76000 0.0848
H 3.04276 6.77870 -0.13391 0.0885
C -0.61183 -5.96309 -5.33864 -0.0692
C -1.42500 -5.75676 -6.53046 -0.2814
N -2.07543 -5.62938 -7.46643 0.1292
H -0.48259 -7.03054 -5.17091 0.0833
H 0.36486 -5.49973 -5.46114 0.0746
H -1.10085 -5.52193 -4.47342 0.0683
C -7.83984 0.26607 5.83535 -0.0673
C -6.66961 0.69887 6.58880 -0.2899
N -5.74145 1.03533 7.17119 0.1312
H -7.56538 0.09175 4.79620 0.0718
H -8.23071 -0.65645 6.25935 0.0825
H -8.61037 1.03305 5.87773 0.0825
```



Computed, not measured: 8 unconnected molecules or ions with the total composition C41H68F5O9 in a non-equilibrium geometry, with the ωB97M-V functional and the def2-TZVPD basis.

- net charge = -1
- electronic energy (Eh) = -2779.4509
- ΔE to the lowest compared entry with this formula, charge and spin (kJ/mol) = 0.0
- lowest unoccupied orbital energy (eV) = 1.92
- highest occupied orbital energy (eV) = -2.8738

The geometry in XYZ format:
```
123
Properties=species:S:1:pos:R:3:lowdin_charge:R:1
C -2.61028 1.42352 -2.90238 0.0029
C -4.02558 1.66769 -3.34989 -0.5743
O -4.26215 2.06388 -4.45672 0.0871
O -5.01485 1.37501 -2.50996 0.0012
C -4.80081 1.76990 -1.12326 -0.1923
C -5.98659 1.41999 -0.24477 -0.2265
C -5.55290 1.56306 1.22794 -0.1343
C -5.78640 0.40426 2.05888 -0.5236
F -5.56492 0.73829 3.39373 -0.0071
F -7.14241 -0.09874 2.13045 -0.0427
C -4.91731 -0.80283 1.76642 -0.0923
C -5.12387 -1.63667 0.66993 -0.0190
C -4.33127 -2.74157 0.42836 -0.0523
C -3.28947 -3.06451 1.28925 -0.0191
C -3.06496 -2.23743 2.39055 -0.1244
C -1.93831 -2.58959 3.30599 -0.5887
F -0.73268 -2.29248 2.79178 0.1273
F -2.00058 -1.96248 4.49254 0.1261
F -1.89857 -3.91030 3.57861 0.1221
C -3.86748 -1.12726 2.63335 0.0573
H -2.00660 1.02953 -3.70694 0.0766
H -2.18639 2.32477 -2.47608 0.0910
H -2.61448 0.69092 -2.09821 0.0783
H -3.93689 1.28639 -0.68061 0.0946
H -4.63564 2.84537 -1.06388 0.1253
H -6.80265 2.10552 -0.46521 0.0995
H -6.32682 0.42434 -0.50932 0.0800
H -6.12048 2.39328 1.64987 0.0526
H -5.93801 -1.43507 -0.00510 0.1024
H -4.50830 -3.36228 -0.42933 0.0746
H -2.67328 -3.92910 1.10398 0.1131
H -3.65345 -0.52366 3.49628 0.1211
C 3.13304 -0.52938 4.67217 -0.1701
C 1.66017 -0.91844 4.56873 -0.1735
C 0.99680 0.43167 4.33823 -0.1920
O 1.95104 1.22928 3.62555 -0.1364
C 3.22355 0.58906 3.64328 -0.2155
H 3.82129 -1.34863 4.46730 0.1091
H 3.35093 -0.14228 5.67100 0.1108
H 1.50316 -1.56549 3.70519 0.1026
H 1.27769 -1.43048 5.45016 0.1139
H 0.76791 0.92976 5.28668 0.1175
H 0.07987 0.36097 3.75469 0.1159
H 3.42642 0.19074 2.64201 0.1193
H 3.99198 1.32725 3.88375 0.0966
C 2.75683 2.60221 -3.77681 -0.1738
C 2.26441 1.23232 -4.22382 -0.1771
C 1.35680 0.83961 -3.06444 -0.2019
O 0.81599 2.05499 -2.54412 -0.1452
C 1.51909 3.16920 -3.09578 -0.2017
H 3.11439 3.22329 -4.59359 0.0928
H 3.56728 2.48964 -3.05120 0.1156
H 1.68569 1.32768 -5.14474 0.1144
H 3.06390 0.51365 -4.39809 0.1066
H 1.92037 0.34135 -2.26751 0.1171
H 0.53770 0.18579 -3.36738 0.1111
H 0.86421 3.66954 -3.81839 0.1184
H 1.75483 3.87431 -2.29733 0.1149
C -5.91959 -6.45391 -3.58939 -0.1760
C -6.83787 -5.32785 -3.12506 -0.1652
C -6.27521 -5.01804 -1.74694 -0.2011
O -4.86826 -5.30428 -1.80809 -0.1548
C -4.58052 -6.01745 -3.01170 -0.2094
H -5.89027 -6.58194 -4.67101 0.1073
H -6.23189 -7.40088 -3.14163 0.1103
H -6.72795 -4.46041 -3.77949 0.1176
H -7.89157 -5.60085 -3.09684 0.1082
H -6.72246 -5.65740 -0.97867 0.1212
H -6.42086 -3.97929 -1.45532 0.1049
H -4.05268 -5.34493 -3.69706 0.1174
H -3.92531 -6.85892 -2.77998 0.1134
C 5.81693 3.75993 3.25919 -0.1675
C 6.26532 4.88501 2.33158 -0.1637
C 7.64704 4.40573 1.90978 -0.2030
O 7.59893 2.97680 1.91157 -0.1588
C 6.39988 2.53840 2.56354 -0.2095
H 4.73730 3.69765 3.38445 0.1103
H 6.26922 3.88472 4.24654 0.1085
H 5.60397 4.94000 1.46442 0.1161
H 6.28567 5.86466 2.80674 0.1114
H 8.41422 4.72989 2.62287 0.1065
H 7.93183 4.75090 0.91515 0.1160
H 5.71357 2.15081 1.80444 0.1199
H 6.64120 1.73011 3.25692 0.1107
C 10.57271 2.48112 6.11212 -0.1723
C 9.73553 2.94368 4.92214 -0.1719
C 9.83347 1.74572 3.98878 -0.1920
O 9.96251 0.59182 4.83110 -0.1379
C 10.22888 0.99885 6.17260 -0.2123
H 10.34700 3.00482 7.04026 0.1092
H 11.63536 2.61311 5.89508 0.1117
H 8.69780 3.09749 5.23044 0.1090
H 10.09427 3.86480 4.46499 0.1073
H 10.72245 1.81068 3.35138 0.1216
H 8.96228 1.63570 3.35231 0.0910
H 9.33004 0.82614 6.77548 0.1159
H 11.03860 0.39069 6.57869 0.1138
C -9.83923 -3.24511 2.10180 -0.1658
C -10.44394 -4.44668 1.37918 -0.1778
C -10.09797 -4.13885 -0.07057 -0.2190
O -8.87396 -3.40832 -0.05128 -0.1539
C -8.57195 -3.00474 1.29621 -0.1893
H -9.63738 -3.42409 3.15655 0.1116
H -10.50471 -2.38267 2.02328 0.1148
H -9.94510 -5.36473 1.70022 0.1098
H -11.51519 -4.56742 1.53984 0.1054
H -10.86928 -3.51361 -0.53591 0.1147
H -9.97045 -5.03833 -0.67767 0.1086
H -7.73834 -3.61238 1.66385 0.1216
H -8.26294 -1.96064 1.29922 0.1011
C 5.66052 2.82042 -8.26346 -0.1714
C 5.32727 1.35143 -8.50628 -0.1710
C 4.67902 0.96099 -7.18516 -0.2045
O 4.03605 2.13628 -6.68754 -0.1620
C 4.46316 3.27398 -7.43978 -0.2025
H 5.78775 3.39990 -9.17666 0.1098
H 6.57714 2.90446 -7.67505 0.1130
H 4.60586 1.26087 -9.32148 0.1135
H 6.19349 0.73759 -8.74865 0.1102
H 5.42865 0.63791 -6.45432 0.1193
H 3.93799 0.16825 -7.29352 0.1184
H 3.63752 3.59643 -8.08326 0.1196
H 4.70354 4.08663 -6.75271 0.1162
```



Q: Among the records above, which one has the highest highest occupied orbital energy?
A: C41H68F5O9